Density functional theory data (ωB97M-V/def2-TZVPD) for a structure of composition C14H23AlFO at a distorted geometry.

Geometry as XYZ:
```
40
Properties=species:S:1:pos:R:3:lowdin_charge:R:1
C -0.7077 4.2463 1.2023 -0.121
C -0.9612 2.8232 0.3651 -0.336
F -2.4249 2.8367 0.0239 -0.151
C -0.1451 2.9767 -1.0483 -0.266
Al -0.0462 1.2677 -2.1842 0.205
C 1.1462 1.4390 -3.8475 -0.288
C 0.4106 -0.4219 -1.0586 -0.235
C 1.7142 -0.2274 -0.0828 -0.413
C 3.1451 -0.4724 -0.9126 -0.084
O 1.6575 -0.9630 1.1899 -0.241
C 1.4582 -2.4076 0.9961 -0.191
C -0.1371 -2.7001 1.4048 -0.097
C -1.0852 -3.8203 0.6574 -0.032
C -2.6562 -3.9276 1.1698 -0.081
C -3.2733 -2.9423 2.3664 -0.089
C -2.2861 -1.8427 3.1171 -0.079
C -0.7267 -1.7281 2.6216 -0.019
H -1.1150 4.1869 2.3163 0.066
H 0.4112 4.6012 1.1714 0.071
H -1.3944 5.0471 0.6500 0.084
H -0.6430 1.9137 1.0300 0.131
H 0.9354 3.4299 -0.9248 0.056
H -0.7522 3.7718 -1.6975 0.074
H -1.5437 1.0111 -2.7280 -0.080
H 0.6306 2.0485 -4.7087 -0.011
H 1.4208 0.3702 -4.2807 0.000
H 2.1388 2.0316 -3.5667 -0.008
H -0.5705 -0.6243 -0.4097 0.071
H 0.6058 -1.3751 -1.7116 0.053
H 1.7396 0.9304 0.2073 0.131
H 3.3636 0.5632 -1.4599 0.086
H 3.0048 -1.3444 -1.6822 0.073
H 3.9973 -0.6894 -0.1219 0.081
H 1.7002 -2.7848 -0.1028 0.127
H 2.1733 -3.0186 1.7313 0.131
H -0.6698 -4.5045 -0.1962 0.082
H -3.4016 -4.6820 0.6694 0.064
H -4.4014 -2.9869 2.7159 0.068
H -2.6582 -1.1171 3.9571 0.071
H -0.0539 -0.9146 3.1614 0.098
```

Results
**Net charge**: -1
**HOMO energy**: -4.7822 eV
**Orbital gap**: 0.2749 hartree
**Max |F|**: 0.101 Eh/bohr
**Total energy**: -964.4043 Eh

=====

Density functional theory data (ωB97M-V/def2-TZVPD) for a structure of composition C28H38AsN4OS2SiSn.

Geometry as XYZ:
```
76
Properties=species:S:1:pos:R:3:lowdin_charge:R:1
Sn -0.0330 0.2045 -0.8713 0.981
C 2.3357 -2.7062 0.0007 -0.009
C 1.8547 -1.4829 0.7058 -0.325
N 2.2258 -0.3307 0.2241 -0.017
N 2.2585 0.6910 1.1556 -0.063
C 1.9851 1.8762 0.7674 -1.063
S 1.2089 2.2769 -0.7552 0.666
S 2.2805 3.2791 1.7712 0.948
C 2.8732 2.5245 3.3233 -0.387
C 1.8177 2.5467 4.3926 -0.296
C 1.9891 3.2943 5.5493 -0.041
C 1.0103 3.3003 6.5357 -0.075
C -0.1481 2.5591 6.3692 -0.084
C -0.3264 1.8098 5.2117 -0.076
C 0.6486 1.8071 4.2296 -0.044
C 1.0013 -1.6208 1.8890 -0.130
C 1.2594 -2.5774 2.8775 -0.013
C 0.4245 -2.7266 3.9642 -0.063
C -0.7209 -1.9390 4.0553 -0.051
C -1.0306 -1.0287 3.0650 -0.038
C -0.1755 -0.8455 1.9769 -0.363
O -0.5484 0.0624 1.0532 -0.264
H 2.9375 -2.4479 -0.8670 0.085
H 1.5209 -3.3714 -0.2755 0.041
H 2.9576 -3.2728 0.6991 0.100
H 3.7660 3.0696 3.6234 0.081
H 3.1632 1.5067 3.0696 0.075
H 2.8946 3.8742 5.6841 0.114
H 1.1553 3.8870 7.4332 0.106
H -0.9118 2.5657 7.1356 0.104
H -1.2314 1.2301 5.0777 0.094
H 0.5066 1.2320 3.3209 0.088
H 2.1549 -3.1813 2.8043 0.117
H 0.6578 -3.4437 4.7383 0.110
H -1.3790 -2.0400 4.9084 0.116
H -1.9246 -0.4210 3.1209 0.126
C -3.0256 2.2904 0.1441 0.002
C -2.7160 2.1336 -1.3105 -0.291
C -3.3584 2.8344 -2.3085 -0.017
C -2.9690 2.6430 -3.6349 -0.025
C -1.9482 1.7810 -3.9739 0.000
C -1.3037 1.0989 -2.9380 -0.464
N -1.7326 1.2802 -1.6518 0.000
N -0.2646 0.2241 -2.9831 -0.187
Si 0.9763 0.0988 -4.2379 0.388
C 0.2584 -0.7296 -5.7504 -0.162
C 2.3116 -0.9584 -3.4790 -0.162
C 1.6302 1.7869 -4.6681 -0.156
H -4.1014 2.2649 0.3132 0.094
H -2.6548 3.2544 0.4972 0.104
H -2.5494 1.5103 0.7347 0.061
H -4.1470 3.5279 -2.0555 0.122
H -3.4761 3.1923 -4.4180 0.122
H -1.6519 1.6243 -5.0007 0.108
H -0.4207 -1.5486 -5.5043 0.023
H 1.0675 -1.1467 -6.3553 0.040
H -0.2848 -0.0265 -6.3849 0.031
H 2.0395 -2.0171 -3.4490 0.027
H 2.5740 -0.6345 -2.4676 0.007
H 3.2170 -0.8764 -4.0847 0.048
H 0.8648 2.4264 -5.1123 0.033
H 2.4439 1.7001 -5.3918 0.044
H 2.0202 2.2932 -3.7829 0.018
C -0.3569 -4.1113 -2.0311 -0.253
As -0.9822 -2.4286 -1.2857 1.103
C -2.0065 -3.0174 0.2591 -0.251
C -2.4306 -2.0478 -2.5239 -0.269
H -1.2454 -4.7175 -2.2024 0.046
H 0.3115 -4.6246 -1.3468 0.025
H 0.1552 -3.9366 -2.9753 0.034
H -1.3957 -3.6599 0.8926 0.044
H -2.8850 -3.5661 -0.0777 0.042
H -2.3133 -2.1517 0.8424 0.024
H -3.1273 -2.8849 -2.5134 0.044
H -2.0331 -1.9037 -3.5256 0.024
H -2.9484 -1.1386 -2.2223 0.030
```

Results
**Net charge**: +1
**HOMO energy**: -10.6352 eV
**Orbital gap**: 0.2660 hartree
**Energy above the lowest of the compared OMol25 structures with the same formula, charge and spin**: 153.17 kJ/mol
**Max |F|**: 0.015 Eh/bohr
**Total energy**: -4919.8303 Eh

=====

Density functional theory data (ωB97M-V/def2-TZVPD) for an isolated molecule of C43H74N2O14.

Geometry as XYZ:
```
133
Properties=species:S:1:pos:R:3:lowdin_charge:R:1
C -0.6087 -2.9812 2.5157 -0.057
H -1.5539 -2.9967 3.0551 0.093
O -0.9366 -2.7502 1.1627 -0.166
C 0.1705 -2.5158 0.3161 -0.210
H 1.0402 -3.0728 0.6946 0.160
C -0.1609 -3.1043 -1.0741 -0.284
O -1.3760 -2.6555 -1.5889 -0.005
H -2.0784 -2.9334 -0.9819 0.072
H 0.6092 -2.7812 -1.7829 0.152
C -0.1411 -4.6472 -0.9848 0.000
C -1.0636 -5.1381 0.1109 -0.489
O -0.6979 -5.7002 1.1110 0.111
O -2.3400 -4.8981 -0.1976 0.015
C -3.3477 -5.2987 0.7417 -0.339
C -3.7767 -6.7304 0.4382 -0.019
H -2.9179 -7.3937 0.5094 0.084
H -4.1883 -6.7927 -0.5667 0.089
H -4.5277 -7.0546 1.1529 0.085
C -4.5087 -4.3047 0.6081 -0.126
C -4.1650 -2.9778 1.2057 -0.083
C -3.9922 -1.8128 0.5767 -0.116
C -4.1434 -1.5713 -0.8409 -0.088
C -3.9004 -0.4285 -1.4869 -0.009
C -3.4133 0.8606 -0.9013 -0.280
H -3.3096 0.7767 0.1850 0.130
C -2.0674 1.3238 -1.5113 -0.295
C -2.2065 1.5716 -3.0141 -0.047
H -3.1102 2.1423 -3.2123 0.080
H -1.3510 2.1332 -3.3831 0.081
H -2.2562 0.6315 -3.5566 0.081
H -1.8292 2.2872 -1.0448 0.130
C -0.9167 0.3423 -1.2681 -0.108
H -1.1188 -0.5714 -1.8250 0.109
H -0.0073 0.7906 -1.6726 0.123
C -0.6545 -0.0508 0.1897 -0.211
H -1.5148 -0.6045 0.5730 0.125
C -0.4295 1.1912 1.0685 -0.094
C -0.2165 0.8289 2.5048 -0.265
O 0.6994 1.1869 3.1926 0.068
H -1.0140 0.1757 2.9136 0.133
H -1.3267 1.8149 1.0388 0.120
H 0.4166 1.7755 0.7021 0.127
C 0.5588 -1.0059 0.3158 -0.196
H 1.0363 -0.8209 1.2901 0.143
O 1.5084 -0.7162 -0.6952 -0.056
C 2.8311 -1.1375 -0.4306 -0.295
O 3.3597 -0.5690 0.7192 0.001
C 3.5138 0.8458 0.6501 -0.286
C 3.9854 1.3222 2.0132 0.007
H 4.8207 0.7105 2.3379 0.074
H 4.2975 2.3603 1.9495 0.089
H 3.1781 1.2265 2.7347 0.069
H 2.5376 1.3006 0.4253 0.141
C 4.4501 1.2275 -0.5120 -0.190
H 4.5256 2.3197 -0.5565 0.168
O 5.7462 0.6850 -0.3122 -0.050
C 6.8153 1.5974 -0.4916 -0.340
O 6.8849 2.5265 0.5522 -0.023
C 7.8100 2.2409 1.5985 -0.307
C 7.3782 3.0298 2.8274 -0.009
H 8.1081 2.8826 3.6167 0.083
H 7.3153 4.0841 2.5750 0.085
H 6.4053 2.6894 3.1692 0.075
C 7.8837 0.7371 1.8923 -0.264
O 8.7383 0.5596 2.9958 -0.005
H 8.7765 -0.3829 3.1916 0.107
H 6.8681 0.3967 2.1499 0.147
C 8.3309 -0.0705 0.6331 -0.491
C 9.8028 -0.4813 0.7124 -0.002
H 10.4128 0.3536 1.0441 0.092
H 9.9160 -1.3087 1.4074 0.087
H 10.1368 -0.8152 -0.2659 0.090
C 8.1021 0.7904 -0.6231 -0.027
H 8.0419 0.1326 -1.4900 0.128
H 8.9299 1.4840 -0.7683 0.137
O 7.5769 -1.2641 0.5493 0.002
H 6.6609 -1.0178 0.3563 0.085
H 8.8130 2.5808 1.2954 0.159
H 6.6237 2.1873 -1.4023 0.164
C 3.7985 0.7161 -1.8207 -0.197
N 4.5021 1.2034 -2.9989 -0.201
C 5.5634 0.3431 -3.4884 -0.080
H 6.1769 0.9208 -4.1808 0.092
H 5.1796 -0.5423 -4.0120 0.093
H 6.1827 0.0205 -2.6582 0.066
C 3.6152 1.5752 -4.0848 -0.090
H 4.2084 2.0659 -4.8560 0.084
H 3.1044 0.7134 -4.5355 0.085
H 2.8715 2.2839 -3.7229 0.084
H 2.7914 1.1490 -1.8471 0.151
C 3.6303 -0.8134 -1.7103 -0.242
O 2.9840 -1.3735 -2.8232 0.008
H 2.0605 -1.0884 -2.7882 0.097
H 4.6081 -1.2948 -1.6373 0.160
H 2.8594 -2.2234 -0.2518 0.174
O -4.4193 1.8505 -1.1629 -0.063
C -4.5313 2.8422 -0.1811 -0.375
C -5.4235 3.9531 -0.7317 -0.086
C -6.8899 3.5356 -0.7134 -0.137
H -7.0428 2.6921 -1.3853 0.125
H -7.4900 4.3770 -1.0600 0.110
C -7.2773 3.1446 0.7143 -0.284
N -8.6711 2.7211 0.8558 -0.240
C -9.6164 3.4788 0.0594 -0.101
H -10.6182 3.1161 0.2858 0.083
H -9.4324 3.3095 -0.9984 0.079
H -9.5886 4.5601 0.2652 0.092
C -9.0851 2.7233 2.2456 -0.094
H -10.1036 2.3429 2.3096 0.084
H -8.4428 2.0694 2.8292 0.076
H -9.0589 3.7303 2.6921 0.092
H -7.0754 4.0221 1.3625 0.157
C -6.3455 1.9980 1.1759 -0.298
C -6.6897 0.6781 0.4873 -0.005
H -7.7608 0.5186 0.5646 0.081
H -6.1633 -0.1430 0.9670 0.071
H -6.4035 0.7004 -0.5589 0.074
O -4.9691 2.3566 1.0582 -0.038
H -6.4489 1.8650 2.2589 0.138
H -5.1015 4.1776 -1.7482 0.124
H -5.2849 4.8411 -0.1116 0.126
H -3.5325 3.2567 0.0497 0.159
H -4.1001 -0.3765 -2.5464 0.122
H -4.4987 -2.4059 -1.4301 0.111
H -3.7423 -0.9539 1.1844 0.106
H -4.0338 -3.0060 2.2804 0.110
H -5.3671 -4.7206 1.1414 0.127
H -4.7653 -4.2191 -0.4468 0.115
H -2.9109 -5.2502 1.7470 0.149
H -0.4884 -5.0407 -1.9409 0.137
H 0.8671 -5.0066 -0.7831 0.134
H 0.0288 -2.1916 2.9217 0.091
H -0.1089 -3.9492 2.6309 0.092
```

Results
**HOMO energy**: -8.3602 eV
**Orbital gap**: 0.3301 hartree
**Energy above the lowest of the compared OMol25 structures with the same formula, charge and spin**: 50.32 kJ/mol
**Max |F|**: 0.017 Eh/bohr
**Total energy**: -2845.7109 Eh